1.
The following is a quantum chemistry calculation of 9 unconnected molecules or ions with the total composition C21H41BBr2Cl16NO3, from the OMol25 dataset.

CARTESIAN COORDINATES (ANGSTROEM)
C (-2.512, 6.723, -0.560)
C (-2.307, 5.547, -1.468)
Br (-2.242, 3.893, -0.499)
C (-2.156, 5.530, -2.782)
Br (-2.210, 7.201, -3.651)
C (-1.953, 4.335, -3.710)
O (-1.087, 4.616, -4.752)
B (-1.868, 4.758, -6.059)
O (-1.489, 3.731, -7.023)
O (-3.279, 4.544, -5.607)
C (-3.279, 3.916, -4.387)
N (-3.290, 2.453, -4.566)
H (-3.134, 7.474, -1.047)
H (-2.990, 6.416, 0.368)
H (-1.553, 7.184, -0.307)
H (-1.550, 3.531, -3.082)
H (-1.707, 5.892, -6.539)
H (-0.823, 4.110, -7.601)
H (-4.148, 4.251, -3.794)
H (-3.946, 2.261, -5.316)
H (-3.625, 1.981, -3.734)
Cl (-1.078, -1.144, -0.257)
C (-1.111, -0.741, -2.009)
C (-2.027, 0.414, -2.298)
Cl (-3.755, 0.029, -2.046)
H (-1.400, -1.644, -2.541)
H (-0.095, -0.462, -2.281)
H (-1.923, 0.722, -3.340)
H (-1.795, 1.263, -1.664)
Cl (2.894, 0.677, -0.141)
C (2.106, -0.243, 1.165)
C (2.859, -0.151, 2.464)
Cl (4.433, -1.000, 2.393)
H (2.016, -1.274, 0.831)
H (1.108, 0.171, 1.292)
H (2.282, -0.624, 3.255)
H (3.059, 0.883, 2.735)
Cl (-7.282, 1.984, -1.261)
C (-8.588, 0.806, -1.539)
C (-8.163, -0.597, -1.191)
Cl (-6.916, -1.201, -2.313)
H (-8.881, 0.880, -2.583)
H (-9.427, 1.096, -0.909)
H (-9.014, -1.273, -1.258)
H (-7.745, -0.646, -0.188)
Cl (-6.037, -6.156, -0.150)
C (-5.137, -4.653, -0.518)
C (-4.636, -3.962, 0.721)
Cl (-5.974, -3.287, 1.696)
H (-5.797, -4.005, -1.084)
H (-4.293, -4.932, -1.142)
H (-3.998, -3.129, 0.430)
H (-4.075, -4.639, 1.359)
Cl (1.055, -5.769, 0.888)
C (1.076, -5.491, -0.873)
C (0.070, -4.452, -1.290)
Cl (-1.608, -5.024, -1.074)
H (0.886, -6.448, -1.353)
H (2.078, -5.154, -1.131)
H (0.195, -4.226, -2.348)
H (0.172, -3.536, -0.714)
Cl (2.508, -8.952, -0.167)
C (1.582, -9.807, 1.092)
C (2.223, -9.676, 2.448)
Cl (3.768, -10.564, 2.552)
H (1.495, -10.847, 0.790)
H (0.592, -9.353, 1.118)
H (1.563, -10.096, 3.204)
H (2.426, -8.635, 2.685)
Cl (8.671, 2.278, 3.329)
C (8.068, 1.167, 4.585)
C (6.567, 1.067, 4.587)
Cl (5.781, 2.581, 5.124)
H (8.451, 1.522, 5.539)
H (8.487, 0.186, 4.370)
H (6.257, 0.290, 5.282)
H (6.177, 0.833, 3.602)
Cl (9.732, 3.833, 6.582)
C (8.487, 5.042, 6.168)
C (9.032, 6.126, 5.277)
Cl (10.208, 7.171, 6.123)
H (8.100, 5.446, 7.099)
H (7.694, 4.510, 5.644)
H (8.217, 6.766, 4.945)
H (9.533, 5.704, 4.410)

Results
F_max in eV Å⁻¹: 0.4
Net charge: -1
Relative energy (zero: lowest compared OMol25 entry of this formula, charge and spin) in kcal per mole: 0.00
Calculated total energy in eV: -371201.0814

---

2.
The following is a quantum chemistry calculation of a single HNO2S molecule in a non-equilibrium geometry, from the OMol25 dataset.

CARTESIAN COORDINATES (ANGSTROEM)
N (2.832, -0.277, -0.390)
O (3.698, 0.383, 0.083)
O (1.674, -0.010, 0.301)
S (0.289, -0.915, -0.025)
H (0.724, -2.175, 0.008)

Results
F_max in eV Å⁻¹: 2.0
Net charge: 0
Relative energy (zero: lowest compared OMol25 entry of this formula, charge and spin) in kcal per mole: 43.17
Calculated total energy in eV: -16432.7288
SMILES: O=NOS

---

| no. | HOMO level (eV) |
| --- | --- |
| 1 | -5.07 |
| 2 | -9.95 |